The following is a quantum chemistry calculation of 5 unconnected molecules or ions with the total composition C25H43BrF6N10O7S at a distorted geometry, from the Open Molecules 2025 dataset.

Last column: Mulliken charge in e.
Geometry (Å):
C1 -1.51848 4.02447 2.78117  -1.3769
C2 -1.30981 2.55060 3.15005  0.1188
C3 -2.41698 1.69253 2.49544  -1.4614
C4 -2.15759 1.32421 1.01344  0.8822
C5 -3.40767 1.82822 0.23767  -1.8618
C6 -1.74320 -0.10869 0.50348  2.6692
C7 -1.47976 0.15028 -1.02725  -0.2514
C8 -2.41495 -0.13336 -2.21268  -1.2217
C9 -3.94223 -0.02673 -2.23847  -1.4364
C10 -2.89134 -1.07417 0.80954  -0.3366
F1 -3.73223 -0.62949 1.79634  -0.4622
O1 -2.47214 -2.35537 1.35671  -0.4696
S1 -1.48528 -3.00907 0.30598  1.3543
O2 -1.37875 -4.40860 0.52689  -0.7573
O3 -2.00043 -2.71758 -1.00007  -0.6539
C11 0.10375 -2.09634 0.60310  2.4913
C12 0.99145 -2.24833 -0.65796  0.1334
C13 0.67265 -3.15930 -1.66016  -1.0235
C14 1.51041 -3.21290 -2.75470  -1.2052
C15 2.60987 -2.39146 -2.79595  -0.2137
N1 3.01720 -1.54450 -1.85067  -0.7479
C16 2.15336 -1.54100 -0.81988  -0.8076
C17 0.83012 -3.00165 1.69482  0.4643
F2 0.01791 -3.51297 2.62970  -0.3089
F3 1.22428 -4.11607 0.99460  -0.3381
C18 2.18335 -2.67762 2.43194  0.4707
F4 2.17002 -1.81953 3.44626  -0.2417
F5 3.22286 -2.41914 1.64493  -0.2283
F6 2.49004 -3.87005 3.03208  -0.2838
C19 -0.33598 -0.61479 1.01879  -0.1065
Br1 -0.46664 -0.66196 3.03327  -0.0430
C20 0.71610 0.50150 0.77980  0.0687
C21 1.92050 0.59572 1.68454  -1.4173
N2 2.04633 1.56704 2.49070  -0.5678
H1 -0.70428 4.62711 3.18071  0.4385
H2 -1.43975 4.11546 1.69535  0.1456
H3 -2.48512 4.39123 3.11286  0.3763
H4 -0.31631 2.26669 2.81721  -0.0111
H5 -1.32202 2.42263 4.23073  0.4033
H6 -2.60792 0.87128 3.17529  0.2680
H7 -3.30800 2.30486 2.61432  0.7389
H8 -1.46703 2.09622 0.68615  -0.3048
H9 -4.26938 1.17684 0.34032  0.2875
H10 -3.17153 2.05328 -0.79905  -0.1623
H11 -3.69812 2.79384 0.64012  0.7860
H12 -1.16546 1.17628 -1.12376  0.2040
H13 -0.55945 -0.36508 -1.30802  -0.7225
H14 -2.07940 0.53693 -3.00570  0.5646
H15 -2.15704 -1.08867 -2.65981  0.7024
H16 -4.48980 0.01997 -1.30278  0.4523
H17 -4.36771 -0.86464 -2.78896  0.3152
H18 -4.24796 0.84976 -2.80393  0.0008
H19 -3.58573 -1.22602 -0.00240  0.6775
H20 -0.16168 -3.83446 -1.62327  0.6353
H21 1.29485 -3.89037 -3.56326  0.4435
H22 3.22195 -2.43040 -3.69232  0.3933
H23 2.46854 -0.90076 -0.01465  0.5379
H24 1.04382 0.52512 -0.25545  0.2323
H25 0.29920 1.49283 0.92843  0.6899
H26 2.75507 -0.10416 1.59471  0.5517
H27 2.93462 1.50356 2.98308  0.3037
C22 -0.24183 4.21025 -1.96951  0.5116
O4 -0.89661 3.49896 -1.22775  -0.5115
N3 0.78765 4.99269 -1.53002  -0.4376
N4 -0.50358 4.26142 -3.31121  -0.4149
H28 1.33571 5.57836 -2.13006  0.1617
H29 0.99686 4.96731 -0.54936  0.2193
H30 -1.25806 3.68025 -3.64820  0.2188
H31 0.01417 4.82444 -3.95877  0.1547
C23 6.22492 0.01028 -3.78937  0.5824
O5 5.99738 1.16538 -3.47594  -0.6451
N5 7.34730 -0.34835 -4.49239  -0.3800
N6 5.38524 -1.01828 -3.46771  -0.2502
H32 7.55714 -1.28977 -4.76110  0.1594
H33 7.98384 0.38393 -4.74257  0.2276
H34 4.54953 -0.79284 -2.94689  0.3951
H35 5.56036 -1.97187 -3.71859  0.1769
C24 3.45930 -6.06509 6.55892  0.5973
O6 4.45095 -5.98841 7.26132  -0.6402
N7 2.73350 -7.22108 6.43745  -0.3674
N8 2.98644 -5.00782 5.83295  -0.2599
H36 1.91590 -7.30630 5.86524  0.1705
H37 3.05199 -8.01695 6.95605  0.2102
H38 3.49415 -4.14640 5.89712  0.1523
H39 2.17446 -5.05046 5.24758  0.1377
C25 -3.97071 3.99540 -3.43531  0.7461
O7 -3.24796 3.02682 -3.61344  -0.6634
N9 -5.27688 3.86543 -3.05819  -0.3860
N10 -3.53681 5.28199 -3.59176  -0.3868
H40 -5.89005 4.64185 -2.90279  0.1480
H41 -5.62708 2.93441 -2.93075  0.2302
H42 -2.57996 5.41695 -3.85851  0.2113
H43 -4.11832 6.08425 -3.44588  0.1536

The LUMO energy comes out at 0.0105 Ha. The gap between HOMO and LUMO comes out at 10.01 eV. The value obtained for the calculated total energy is -5624.0980 Eh. The net charge is 0. Its spin multiplicity is 1. Its SMILES is [H]/N=C/C[C@@]1(Br)[C@](CCC)([C@@H](C)CCC)[C@H](F)OS(=O)(=O)[C@]1(c1cccnc1)C(F)(F)C(F)(F)F.NC(N)=O.NC(N)=O.NC(N)=O.NC(N)=O.

***

The following is a quantum chemistry calculation of a molecular structure, C25H43BrN2P2Sn at a distorted geometry, from the Open Molecules 2025 dataset.

Last column: Mulliken charge in e.
Geometry (Å):
N1 3.69244 2.89185 3.22047  -0.5173
C1 2.40089 2.92245 3.55316  -0.6069
C2 1.51124 1.89665 3.22254  -0.4590
C3 2.02674 0.74414 2.57920  0.7323
C4 3.38185 0.76718 2.17172  -0.2137
C5 4.17201 1.85209 2.54651  -0.6444
C6 1.18385 -0.41235 2.30047  -0.1911
Sn1 0.01244 -0.08756 -0.16866  0.1516
P1 -1.67328 -1.69751 -1.18332  0.6240
C7 1.60819 -1.44546 1.44347  -0.8393
C8 1.00792 -2.78267 1.44477  0.7704
C9 1.65176 -3.84102 0.76819  -0.6158
C10 1.11278 -5.11579 0.80203  -0.6806
C11 -0.11736 -5.32070 1.43489  -0.3065
C12 -0.78002 -4.28521 2.10314  -0.6035
C13 -0.22450 -3.00664 2.08695  -0.1356
Br1 -0.90932 -7.05556 1.41466  -0.0726
H1 0.21512 -0.45880 2.81526  0.4332
H2 2.51438 -1.33240 0.83783  0.4547
H3 0.45598 1.97483 3.47694  0.4973
H4 3.83134 -0.05064 1.60549  0.6120
H5 2.04400 3.78969 4.11289  0.3821
H6 5.23806 1.84962 2.28370  0.3980
H7 2.58844 -3.63826 0.23703  0.4462
H8 -0.74614 -2.18804 2.58116  0.4350
H9 1.63568 -5.94871 0.33331  0.4765
H10 -1.70902 -4.46840 2.63273  0.5408
P2 1.61838 1.05564 -1.96827  0.8025
C14 -3.02654 -1.95752 0.02656  -0.3757
C15 -3.77619 -3.28657 -0.10865  -1.3275
H11 -3.73839 -1.11519 -0.04902  0.5079
H12 -2.56637 -1.88879 1.02960  0.2141
H13 -4.57345 -3.33303 0.64846  0.4564
H14 -4.26035 -3.38977 -1.09194  0.2765
H15 -3.11787 -4.15322 0.05909  0.2473
C16 -0.88997 -3.30913 -1.54925  0.7255
C17 -1.53996 -4.11767 -2.67576  -1.4160
H16 -0.83034 -3.89973 -0.61898  -0.5635
H17 0.15821 -3.08494 -1.81564  0.0898
H18 -0.97905 -5.05319 -2.81993  0.4419
H19 -2.58125 -4.39472 -2.45203  0.2651
H20 -1.51168 -3.56297 -3.62538  0.3391
C18 -2.31652 -0.95842 -2.73078  -0.0301
C19 -3.71669 -1.42557 -3.12916  -1.4749
H21 -1.59906 -1.15661 -3.54884  0.3581
H22 -2.30744 0.13551 -2.57909  0.1467
H23 -4.01597 -0.92189 -4.05942  0.4458
H24 -3.75320 -2.50857 -3.31886  0.2809
H25 -4.46215 -1.17194 -2.36117  0.3289
C20 0.89255 2.42105 -2.95720  -0.7136
C21 -0.45168 2.11148 -3.61777  -1.0702
H26 1.62908 2.71259 -3.72287  0.4853
H27 0.79815 3.27703 -2.26803  0.3977
H28 -0.74251 2.95826 -4.25352  0.4537
H29 -0.40063 1.21718 -4.25513  0.2837
H30 -1.24887 1.97219 -2.87365  0.1786
C22 2.03470 -0.32480 -3.10817  -0.7006
C23 2.70593 -1.53890 -2.45144  -0.8294
H31 2.69015 0.09736 -3.88625  0.5704
H32 1.09324 -0.61614 -3.60772  0.2077
H33 2.91370 -2.29586 -3.22077  0.4287
H34 3.66255 -1.26648 -1.98224  0.3437
H35 2.06546 -2.00912 -1.68942  -0.1141
C24 3.20177 1.71426 -1.31950  -0.3961
C25 3.04456 3.02248 -0.53960  -1.2855
H36 3.89658 1.85449 -2.16342  0.5344
H37 3.63707 0.92743 -0.68028  0.1892
H38 4.01943 3.32665 -0.13765  0.3997
H39 2.67087 3.83481 -1.17855  0.3882
H40 2.36229 2.89871 0.31346  0.2267
N2 -1.67027 1.32464 0.97102  -0.5854
H41 -1.16719 2.08473 1.44432  0.2644
H42 -2.14614 0.72264 1.64974  0.2532
H43 -2.33996 1.68966 0.28314  0.2830

The LUMO energy (spin up / spin down) comes out at -0.2522 / -0.2481 Ha. The gap between HOMO and LUMO (spin up / spin down) comes out at 5.34 / 5.47 eV. The value obtained for the calculated total energy is -4558.3575 Eh. The net charge is +2. Its spin multiplicity is 1.

***

The following is a quantum chemistry calculation of a molecular structure, C25H43Cl3N5O4SiTm at a distorted geometry, from the Open Molecules 2025 dataset.

Last column: Mulliken spin population.
Geometry (Å):
C1 -3.58636 -1.57754 -0.50847  0.0001
C2 -2.66407 -1.85766 -1.65397  -0.0003
H1 -4.61520 -1.43275 -0.85889  0.0000
H2 -3.27115 -0.67604 0.04710  0.0000
H3 -3.58770 -2.41818 0.20895  0.0001
C3 -3.03701 -1.96243 -2.93911  0.0001
C4 -4.40963 -1.73732 -3.46350  0.0000
H4 -2.30115 -2.25859 -3.68339  0.0000
H5 -5.09879 -1.29063 -2.73715  0.0000
H6 -4.84055 -2.68733 -3.80547  0.0000
H7 -4.37119 -1.08016 -4.34245  0.0000
Tm1 0.36444 0.05976 0.82823  2.0362
Cl1 0.28306 -2.35158 1.67552  -0.0023
Cl2 -1.64524 1.38148 1.47774  -0.0027
C5 2.62161 -1.78963 -0.77110  -0.0007
O1 2.18358 -0.63294 -0.52698  -0.0017
N1 3.49137 -2.05108 -1.74643  -0.0002
C6 4.15610 -0.98519 -2.47929  0.0001
C7 3.87712 -3.40832 -2.09903  0.0000
H8 2.29891 -2.65807 -0.17625  -0.0004
H9 3.87240 -0.01762 -2.06094  0.0000
H10 3.87354 -1.04598 -3.53758  0.0000
H11 5.23830 -1.13756 -2.39390  0.0000
H12 3.26640 -4.12940 -1.54567  0.0000
H13 4.93701 -3.57544 -1.86645  0.0000
H14 3.72874 -3.57468 -3.17162  0.0000
H15 -2.55559 1.11380 -1.62388  0.0001
H16 -1.55402 0.48815 -4.04972  0.0000
C8 -1.95839 2.03206 -1.72073  -0.0001
C9 -1.07489 1.47250 -3.94877  0.0000
N2 -0.78860 1.76720 -2.55234  -0.0001
H17 -1.64719 2.36162 -0.72410  -0.0002
C10 0.44418 1.64520 -2.05847  0.0002
O2 0.73715 1.79407 -0.84161  -0.0007
H18 -0.14328 1.48790 -4.52585  0.0000
H19 1.22795 1.39690 -2.80239  0.0001
H20 -2.57927 2.78431 -2.22185  0.0000
H21 -1.77261 2.22273 -4.33424  0.0000
O3 -0.71965 -0.72162 -0.90633  -0.0189
C11 -1.19422 -1.93395 -1.27943  -0.0016
C12 0.30990 -1.88030 -3.35315  -0.0001
C13 -0.28919 -2.60907 -2.33048  -0.0004
H22 0.23402 -0.79142 -3.33690  0.0000
C14 0.99271 -2.56435 -4.36254  0.0001
H23 -1.15916 -2.58068 -0.38721  0.0007
C15 -0.06746 -3.97364 -2.19629  -0.0002
H24 1.41800 -2.00678 -5.19372  0.0000
C16 1.11988 -3.95178 -4.29373  0.0000
C17 0.60760 -4.65599 -3.20203  0.0001
H25 -0.45202 -4.45759 -1.29645  0.0000
H26 1.64129 -4.49746 -5.08304  0.0000
H27 0.72299 -5.73360 -3.11250  0.0000
Si1 -3.25994 2.76817 4.50417  0.0000
Cl3 -4.45424 1.79276 3.08011  0.0000
C18 -2.75080 4.38751 3.68363  0.0000
C19 -2.01011 1.47812 5.07867  0.0001
C20 -4.27788 3.30666 5.99600  0.0000
H28 -2.38088 4.22408 2.66022  0.0000
H29 -1.97791 4.89982 4.27787  0.0000
H30 -3.62898 5.05579 3.63528  0.0000
H31 -5.00228 4.08924 5.74185  0.0000
H32 -3.57764 3.71405 6.73937  0.0000
H33 -4.82120 2.47157 6.44999  0.0000
H34 -1.44482 1.05383 4.22886  -0.0001
H35 -2.55195 0.65333 5.57682  0.0000
H36 -1.30033 1.88396 5.82019  0.0000
C21 2.73104 0.75829 5.26467  0.0000
N3 2.99732 1.19567 3.89261  -0.0004
C22 4.13172 1.88032 3.56097  0.0001
C23 4.35336 2.29129 2.27732  -0.0001
C24 3.37583 1.95925 1.29705  0.0000
N4 2.28479 1.26592 1.64207  -0.0039
C25 2.05768 0.92487 2.93237  -0.0002
O4 0.96941 0.32255 3.18523  -0.0026
N5 3.47103 2.27675 -0.00995  0.0000
H37 1.76656 1.13248 5.61789  0.0000
H38 3.53844 1.15118 5.88646  0.0000
H39 2.70258 -0.33324 5.33905  0.0000
H40 4.81170 2.06442 4.39620  0.0000
H41 5.22914 2.86871 1.98321  0.0000
H42 4.14999 2.95747 -0.30983  0.0000
H43 2.60371 2.19183 -0.56044  0.0000

The value obtained for the relative energy (zero: lowest compared OMol25 entry of this formula, charge and spin) is 0.000 eV. The LUMO energy (spin up / spin down) comes out at -0.0100 / -0.0101 Ha. The gap between HOMO and LUMO (spin up / spin down) comes out at 7.34 / 7.34 eV. The value obtained for the calculated total energy is -4308.7875 Eh. The net charge is 0. Its spin multiplicity is 3.